Entry 1:
DFT (the ωB97M-V functional and the def2-TZVPD basis) results for a structure of composition C30H51BrN4NiP2 at a distorted geometry.

Properties
E_tot: -167541.63650 eV
spin multiplicity: 3
net charge: +2
largest force on an atom: 1.9 eV/A
⟨S²⟩: 2.054
E_HOMO (alpha / beta): -13.91 / -13.69 eV
LUMO (alpha / beta): -7.04 / -8.61 eV

Positions of all 89 atoms, in Å:
C (-1.71473, 3.83806, -2.99779)
C (-0.50241, 3.20524, -3.36507)
C (0.55807, 4.00878, -3.83476)
C (0.32450, 5.38095, -4.00617)
N (-0.82936, 5.95818, -3.68405)
C (-1.83420, 5.22176, -3.20851)
C (-0.37192, 1.79023, -3.20634)
C (-0.36759, 0.58250, -3.06017)
C (-0.42162, -0.83430, -2.97457)
C (0.12280, -1.39757, -1.80731)
C (-0.22798, -2.72901, -1.45784)
C (-1.29060, -3.18144, -2.25820)
C (-1.63918, -2.84312, -3.54571)
C (-1.07208, -1.61821, -3.96329)
Ni (-2.17814, -3.47774, -0.69844)
P (0.19837, 1.14635, 0.86405)
H (1.54724, 3.59362, -4.03997)
H (-2.53540, 3.27718, -2.55284)
H (1.11404, 6.02181, -4.41981)
H (-2.77412, 5.72555, -2.97469)
H (-1.21846, -1.21748, -4.96828)
H (0.68231, -0.76953, -1.09197)
H (-2.34234, -3.47080, -4.11411)
H (0.33814, -3.39744, -0.79154)
C (0.80988, 1.23419, 2.60998)
C (1.49875, 2.50373, 3.09429)
H (1.50446, 0.38171, 2.69687)
H (-0.04645, 1.00310, 3.26104)
H (1.86504, 2.33229, 4.11500)
H (2.36574, 2.77851, 2.48356)
H (0.81331, 3.35795, 3.14520)
C (1.36019, 2.20900, -0.13198)
C (1.13801, 3.71872, -0.14145)
H (1.26877, 1.82320, -1.16064)
H (2.38330, 1.97878, 0.20950)
H (1.91983, 4.17996, -0.76133)
H (0.17464, 3.98927, -0.59389)
H (1.20883, 4.16914, 0.85842)
C (-1.38870, 2.09007, 0.85293)
C (-1.55585, 3.24037, 1.83961)
H (-2.16653, 1.33108, 1.04413)
H (-1.54051, 2.43991, -0.18082)
H (-2.57593, 3.63503, 1.74682)
H (-1.42516, 2.92584, 2.88176)
H (-0.87482, 4.07599, 1.63488)
Br (-2.97532, -5.39580, -1.37865)
P (2.72377, -1.28713, 0.00950)
C (4.00648, -0.15938, 0.69733)
C (5.28973, -0.81104, 1.19256)
H (3.50654, 0.37935, 1.52242)
H (4.23039, 0.58343, -0.08616)
H (5.89550, -0.04031, 1.68263)
H (5.09872, -1.59861, 1.93043)
H (5.89204, -1.22307, 0.37298)
C (2.92661, -2.92376, 0.81929)
C (3.54920, -4.07413, 0.03965)
H (1.89829, -3.20097, 1.10719)
H (3.47363, -2.76091, 1.75660)
H (3.37620, -5.00529, 0.59247)
H (3.10949, -4.20735, -0.95437)
H (4.63466, -3.97512, -0.06852)
C (3.21824, -1.53053, -1.75458)
C (4.70447, -1.64054, -2.06380)
H (2.78901, -0.67004, -2.29452)
H (2.67559, -2.41190, -2.12395)
H (4.81853, -1.74133, -3.15023)
H (5.25619, -0.74438, -1.75797)
H (5.16596, -2.52554, -1.60766)
C (-1.94639, -1.31073, 3.83190)
N (-3.11722, -1.71423, 3.05802)
C (-4.07657, -2.50347, 3.81511)
C (-3.07949, -1.85822, 1.67121)
N (-2.07000, -2.40203, 1.01264)
N (-4.14140, -1.44014, 0.95550)
C (-5.33930, -0.94332, 1.60916)
C (-3.94843, -1.17003, -0.46137)
H (-2.28080, -0.93445, 4.80907)
H (-1.40161, -0.49735, 3.33588)
H (-1.27004, -2.15799, 4.01715)
H (-4.72442, -1.86517, 4.42946)
H (-4.70385, -3.10855, 3.15562)
H (-3.54519, -3.17548, 4.50005)
H (-1.22239, -2.43730, 1.57599)
H (-5.89715, -0.37267, 0.86640)
H (-5.97245, -1.77364, 1.95096)
H (-5.10368, -0.29666, 2.46681)
H (-3.13641, -0.43904, -0.61493)
H (-3.69984, -2.11072, -1.00611)
H (-4.88944, -0.73588, -0.80766)

=====

Entry 2:
DFT (the ωB97M-V functional and the def2-TZVPD basis) results for a structure of composition C20H38CdN13O7 at a distorted geometry.

Properties
E_tot: -59617.21284 eV
energy above the lowest of the compared OMol25 structures with the same formula, charge and spin: 20.5 kcal per mole
spin multiplicity: 1
net charge: +1
largest force on an atom: 1.7 eV/A
E_HOMO: -10.00 eV
LUMO: -6.05 eV

Positions of all 79 atoms, in Å:
Cd (3.91715, -1.59697, -0.98606)
N (1.12735, -0.61711, -0.27137)
O (1.49710, -0.92875, 0.87859)
O (-0.01953, -0.32482, -0.51919)
O (2.00222, -0.56577, -1.19936)
C (-0.43454, 1.53762, 3.13289)
O (-0.77129, 2.28600, 4.02618)
N (0.10762, 2.00230, 1.95706)
N (-0.52289, 0.18163, 3.22277)
H (0.27712, 2.98170, 1.85849)
H (0.22733, 1.33892, 1.21317)
H (-0.87310, -0.21368, 4.07663)
H (-0.39213, -0.44186, 2.44633)
C (-3.28260, -1.75314, 0.17168)
O (-4.29277, -2.28726, 0.58704)
N (-2.84349, -1.89343, -1.12017)
N (-2.48073, -0.92086, 0.93719)
H (-2.04797, -1.43645, -1.53262)
H (-3.39103, -2.50306, -1.70007)
H (-2.63715, -0.86721, 1.92569)
H (-1.57804, -0.70982, 0.53830)
C (4.81333, 1.06163, 0.45967)
O (4.91232, 0.16178, -0.40852)
N (3.82984, 1.05469, 1.38713)
N (5.71771, 2.05351, 0.54724)
H (3.14520, 0.31010, 1.35958)
H (3.65450, 1.88329, 1.92851)
H (5.68510, 2.65940, 1.34738)
H (6.48636, 2.10410, -0.09635)
C (4.05801, -2.93329, 2.05827)
O (4.08613, -2.29776, 0.97966)
N (3.13549, -2.63919, 2.98972)
N (4.91664, -3.94055, 2.32315)
H (3.05785, -3.20097, 3.81758)
H (2.39807, -2.03247, 2.66448)
H (5.00267, -4.27352, 3.26813)
H (5.66567, -4.13830, 1.68438)
C (-2.17476, 2.58137, -0.35433)
C (-3.49708, 2.76586, -1.09916)
C (-4.13630, 1.38774, -1.35440)
C (-5.52639, 1.55927, -1.81258)
N (-6.60838, 1.72141, -2.15332)
H (-1.66381, 1.66861, -0.65245)
H (-2.37246, 2.57765, 0.71972)
H (-1.54181, 3.46180, -0.50005)
H (-3.33209, 3.18677, -2.09316)
H (-4.20478, 3.40421, -0.57695)
H (-4.21855, 0.76823, -0.45842)
H (-3.65815, 0.83296, -2.16511)
N (0.24908, -6.15106, 2.19428)
C (0.85710, -5.10654, 1.55784)
C (-0.05170, -4.08062, 1.46603)
C (-1.20656, -4.48232, 2.19737)
C (-0.99859, -5.76124, 2.62279)
H (0.62196, -7.05940, 2.39935)
H (1.86863, -5.19643, 1.19416)
H (0.08584, -3.08976, 1.06435)
H (-2.07659, -3.87316, 2.38674)
H (-1.61610, -6.42842, 3.19846)
N (-1.49460, 1.86159, -3.38010)
C (-2.79991, 2.00413, -3.78301)
C (-3.35071, 0.76168, -3.89660)
C (-2.32455, -0.18844, -3.62961)
C (-1.20076, 0.52338, -3.30230)
H (-0.81429, 2.57458, -3.16763)
H (-3.23759, 2.98796, -3.83072)
H (-4.38200, 0.51950, -4.09336)
H (-2.42497, -1.26095, -3.59421)
H (-0.20534, 0.22994, -3.01077)
N (1.28671, 4.13828, -0.79019)
C (1.79366, 2.88829, -1.02018)
C (1.75350, 2.65977, -2.36623)
C (1.10424, 3.77918, -2.95449)
C (0.93203, 4.71923, -1.97732)
H (1.23502, 4.57991, 0.10920)
H (2.00022, 2.21898, -0.20301)
H (2.03695, 1.75625, -2.87936)
H (0.80075, 3.84048, -3.98770)
H (0.33963, 5.61889, -1.97678)

=====

Entry 3:
DFT (the ωB97M-V functional and the def2-TZVPD basis) results for the molecule C18H19N5O2S at a distorted geometry.

Properties
E_tot: -41355.25679 eV
energy above the lowest of the compared OMol25 structures with the same formula, charge and spin: 0.0 kcal per mole
spin multiplicity: 1
net charge: 0
largest force on an atom: 1.4 eV/A
SMILES: Cc1ccc(-n2c(SCC(=O)OC(C)C)nnc2-c2cnccn2)cc1
E_HOMO: -8.39 eV
LUMO: 0.02 eV

Positions of all 45 atoms, in Å:
C (-2.96912, -4.46402, -0.72317)
C (-2.21142, -3.26967, -0.23191)
C (-2.01417, -2.16552, -1.05359)
C (-1.33593, -1.05214, -0.59959)
C (-0.85069, -1.02993, 0.70070)
N (-0.13693, 0.08990, 1.16752)
C (1.13231, 0.09430, 1.66378)
S (2.09073, -1.34110, 1.83140)
C (3.72613, -0.55817, 1.78144)
C (4.08124, -0.00165, 0.41338)
O (5.21360, 0.22282, 0.07917)
O (3.00425, 0.21274, -0.32395)
C (3.16057, 0.87784, -1.59059)
C (3.38981, 2.36621, -1.35639)
C (1.88427, 0.60848, -2.37403)
N (1.51905, 1.31701, 1.94059)
N (0.51687, 2.13353, 1.63445)
C (-0.48440, 1.42071, 1.17250)
C (-1.76988, 1.96802, 0.81060)
C (-1.95184, 3.35685, 0.73210)
N (-3.11967, 3.88123, 0.42160)
C (-4.12357, 3.04367, 0.19018)
C (-3.95127, 1.66873, 0.27340)
N (-2.78304, 1.13224, 0.58029)
C (-1.02930, -2.12594, 1.53229)
C (-1.70708, -3.23464, 1.06219)
H (-2.90000, -4.55159, -1.80462)
H (-2.59168, -5.37668, -0.26829)
H (-4.02268, -4.36811, -0.45884)
H (-2.39166, -2.17974, -2.06565)
H (-1.17991, -0.20388, -1.24843)
H (3.71760, 0.26804, 2.49492)
H (4.45970, -1.30325, 2.08493)
H (4.03036, 0.43838, -2.09564)
H (4.33359, 2.52267, -0.84018)
H (3.41764, 2.88927, -2.30787)
H (2.58561, 2.77158, -0.74541)
H (1.97891, 1.00242, -3.38154)
H (1.04481, 1.09438, -1.88183)
H (1.69017, -0.46026, -2.42556)
H (-1.13269, 4.03275, 0.92773)
H (-5.07389, 3.49153, -0.06342)
H (-4.75795, 0.97151, 0.09290)
H (-0.64203, -2.10517, 2.53977)
H (-1.84641, -4.08534, 1.71267)

=====

Entry 4:
DFT (the ωB97M-V functional and the def2-TZVPD basis) results for the molecule C17H18N2S3.

Properties
E_tot: -53406.16374 eV
spin multiplicity: 1
net charge: 0
largest force on an atom: 0.8 eV/A
SMILES: c1csc(CN2CCN(Cc3cccs3)C2c2cccs2)c1
E_HOMO: -8.12 eV
LUMO: 0.65 eV

Positions of all 40 atoms, in Å:
C (2.46727, 2.20563, 1.56059)
C (3.28058, 2.11781, 0.47967)
S (2.39171, 2.02766, -0.98907)
C (0.88528, 2.12180, -0.13276)
C (-0.42845, 2.07587, -0.85182)
N (-0.90161, 0.75389, -1.20144)
C (-0.17433, 0.02246, -2.21645)
C (-0.81068, -1.35710, -2.07667)
N (-1.06377, -1.50663, -0.64980)
C (-0.20938, -2.43091, 0.07382)
C (1.23498, -2.03931, 0.17048)
C (2.22243, -2.17802, -0.75686)
C (3.46427, -1.65092, -0.33554)
C (3.40905, -1.12050, 0.91078)
S (1.83700, -1.24516, 1.59195)
C (-1.14309, -0.15773, -0.09084)
C (-2.50494, 0.08725, 0.47622)
C (-2.89800, 0.08081, 1.77829)
C (-4.28151, 0.32216, 1.93665)
C (-4.91174, 0.50772, 0.74994)
S (-3.83249, 0.39138, -0.58490)
C (1.09820, 2.20429, 1.20934)
H (2.82281, 2.26935, 2.57344)
H (4.35156, 2.09549, 0.44377)
H (-0.36628, 2.64693, -1.78267)
H (-1.19200, 2.53329, -0.21342)
H (-0.34250, 0.47715, -3.19411)
H (0.91006, -0.02525, -2.02491)
H (-0.18728, -2.16298, -2.45878)
H (-1.77623, -1.37223, -2.59315)
H (-0.62773, -2.53106, 1.07971)
H (-0.29333, -3.39945, -0.42790)
H (2.07862, -2.65304, -1.71149)
H (4.35570, -1.67231, -0.93662)
H (4.19071, -0.65837, 1.47954)
H (-0.40616, -0.03389, 0.72576)
H (-2.22255, -0.08856, 2.59857)
H (-4.77613, 0.35713, 2.89101)
H (-5.94949, 0.70921, 0.57297)
H (0.29943, 2.27613, 1.92671)

=====

Entry 5:
DFT (the ωB97M-V functional and the def2-TZVPD basis) results for a structure of composition C43H31BrN6O2PdSb at a distorted geometry.

Properties
E_tot: -138182.49567 eV
energy above the lowest of the compared OMol25 structures with the same formula, charge and spin: 54.0 kcal per mole
spin multiplicity: 1
net charge: +1
largest force on an atom: 2.5 eV/A
E_HOMO (alpha / beta): -11.10 / -11.09 eV
LUMO (alpha / beta): -4.69 / -4.67 eV

Positions of all 85 atoms, in Å:
Pd (-0.65536, 0.37221, 0.20473)
C (-1.50417, 4.81694, 0.56831)
C (-1.78304, 3.57229, 0.00831)
N (-1.85432, 2.47900, 0.76322)
C (-1.70970, 2.64720, 2.08628)
C (-1.39505, 3.89879, 2.62410)
N (-1.28089, 4.96691, 1.86149)
C (-1.87989, 1.45700, 2.92858)
C (-2.53614, 1.55033, 4.15185)
C (-2.65156, 0.42688, 4.96995)
C (-2.09755, -0.75082, 4.46206)
C (-1.52152, -0.78695, 3.19563)
N (-1.40413, 0.30980, 2.44110)
C (-1.01135, -2.03619, 2.61152)
C (-1.08310, -3.26541, 3.27765)
N (-0.58776, -4.37260, 2.76872)
C (-0.01226, -4.29455, 1.58312)
C (0.02562, -3.09642, 0.88166)
N (-0.47444, -1.97640, 1.38507)
C (-3.30956, 0.47336, 6.29056)
C (-3.51715, -0.67956, 7.05655)
C (-4.11622, -0.57289, 8.30302)
N (-4.52474, 0.57173, 8.81566)
C (-4.35357, 1.66693, 8.10074)
C (-3.75281, 1.67601, 6.85109)
H (-1.45480, 5.71675, -0.02682)
H (-1.97127, 3.45170, -1.05020)
H (-1.21152, 4.03495, 3.68149)
H (-2.96476, 2.49585, 4.43371)
H (-2.12153, -1.64203, 5.06086)
H (-1.55360, -3.38212, 4.24091)
H (0.40728, -5.20439, 1.18345)
H (0.46230, -3.06175, -0.10514)
H (-3.23079, -1.66082, 6.71534)
H (-4.27828, -1.45135, 8.91460)
H (-4.71492, 2.58326, 8.54644)
H (-3.63503, 2.61970, 6.34605)
Br (3.62333, 2.85023, -0.72609)
C (2.54920, 3.47678, -2.15080)
C (3.11223, 4.37905, -3.03915)
C (2.38872, 4.80734, -4.13668)
C (1.10597, 4.32957, -4.35827)
C (0.53708, 3.45232, -3.45792)
C (1.24605, 3.02259, -2.33605)
C (0.56896, 2.09918, -1.39372)
O (1.06659, 1.84464, -0.27159)
O (-0.50459, 1.55404, -1.77722)
H (4.11375, 4.74096, -2.86984)
H (2.83305, 5.51279, -4.82071)
H (0.54641, 4.65451, -5.22133)
H (-0.46713, 3.08315, -3.60586)
C (5.05868, -3.33450, -0.47100)
C (4.05028, -4.02157, -1.12547)
C (2.87280, -3.37631, -1.46446)
C (2.70798, -2.04169, -1.13691)
C (3.70309, -1.35846, -0.45449)
C (4.88641, -2.00211, -0.13601)
Sb (0.92748, -0.91853, -1.63590)
C (1.59690, -0.05092, -3.48398)
C (2.91431, 0.34491, -3.66388)
C (3.28428, 0.97106, -4.84388)
C (2.35519, 1.17106, -5.85115)
C (1.04754, 0.74444, -5.68020)
C (0.66362, 0.15156, -4.49111)
C (-0.39435, -2.41093, -2.45141)
C (-0.02528, -3.23771, -3.49939)
C (-0.90568, -4.20798, -3.94876)
C (-2.14407, -4.35937, -3.34564)
C (-2.51723, -3.52469, -2.30367)
C (-1.64325, -2.54614, -1.86237)
H (5.97826, -3.83761, -0.21885)
H (4.17650, -5.06525, -1.36961)
H (2.09539, -3.91723, -1.98414)
H (3.54635, -0.32501, -0.16350)
H (5.66333, -1.45858, 0.37930)
H (3.65115, 0.16296, -2.89052)
H (4.30465, 1.30260, -4.96602)
H (2.64982, 1.64837, -6.77376)
H (0.31652, 0.87882, -6.46323)
H (-0.36577, -0.15037, -4.33538)
H (0.94182, -3.11785, -3.96747)
H (-0.62192, -4.84466, -4.77331)
H (-2.81873, -5.12637, -3.69543)
H (-3.48590, -3.63771, -1.83969)
H (-1.93219, -1.86475, -1.05516)

=====

Entry 6:
DFT (the ωB97M-V functional and the def2-TZVPD basis) results for a structure of composition C7H11N at a distorted geometry.

Properties
E_tot: -8922.22635 eV
energy above the lowest of the compared OMol25 structures with the same formula, charge and spin: 126.9 kcal per mole
spin multiplicity: 1
net charge: 0
largest force on an atom: 2.7 eV/A
E_HOMO: -8.09 eV
LUMO: 1.05 eV

Positions of all 19 atoms, in Å:
C (-0.06422, 1.52171, -0.25453)
C (-1.31141, 0.59592, 0.04742)
C (-1.00357, -0.55068, 1.06267)
C (-1.35008, -0.58837, -0.85417)
C (0.90026, -0.74241, -0.44526)
C (2.32527, -0.37431, 0.04891)
C (1.10660, 0.58410, 0.14374)
H (-0.09668, 2.38881, 0.39770)
H (-0.04817, 1.86624, -1.23549)
H (-2.18078, 1.20052, 0.24931)
H (-1.88881, -1.06701, 1.45645)
H (-0.40248, -0.38287, 1.88300)
H (-2.34482, -1.05732, -0.80603)
H (-0.96991, -0.51282, -1.89297)
H (0.94084, -0.93395, -1.58124)
H (2.60602, -0.56756, 1.16594)
H (3.26802, -0.49011, -0.57820)
H (0.90004, 0.50606, 1.21426)
N (-0.38612, -1.39593, -0.02151)